No. 1
The following is a quantum chemistry calculation of a molecular structure, C39H40BrGeN2O5PRuTe in a non-equilibrium geometry, from OMol25.

Values from the calculation:
Total energy, eV: -200029.96977
E_HOMO (spin up / spin down), eV: -7.17 / -7.15
Spin multiplicity: 1

Each line ends with the Löwdin charge.
Positions of all 91 atoms, in Å:
1 Ru 0.154 -0.187 -0.279  0.728
2 O 0.127 4.972 0.851  0.046
3 C 1.454 4.843 0.517  -0.266
4 C 2.350 5.892 0.660  -0.029
5 C 3.685 5.711 0.334  -0.088
6 C 4.124 4.486 -0.141  -0.080
7 C 3.222 3.441 -0.287  -0.006
8 C 1.888 3.609 0.042  -0.090
9 C 0.907 2.462 -0.117  -0.459
10 O 1.484 1.327 -0.572  -0.418
11 N 0.317 2.169 1.197  0.057
12 N -0.343 0.993 1.228  -0.138
13 C -0.683 0.621 2.525  -0.165
14 C -1.571 -0.273 2.903  -0.033
15 Br -1.464 -1.921 0.071  0.147
16 C -2.436 -1.022 3.521  -0.044
17 C -3.577 -0.510 4.303  -0.217
18 C -4.303 -1.395 5.098  -0.041
19 C -5.311 -0.931 5.928  -0.084
20 C -5.607 0.423 5.975  -0.091
21 C -4.893 1.309 5.179  -0.083
22 C -3.887 0.849 4.349  -0.037
23 H -0.050 5.879 1.113  0.109
24 H 2.001 6.853 1.027  0.112
25 H 4.379 6.533 0.453  0.103
26 H 5.166 4.340 -0.395  0.102
27 H 3.529 2.473 -0.659  0.116
28 H 0.077 2.796 -0.789  0.126
29 H -0.156 2.943 1.659  0.145
30 H -0.086 1.096 3.300  0.134
31 H -2.302 -2.100 3.511  0.122
32 H -4.064 -2.451 5.072  0.112
33 H -5.861 -1.626 6.550  0.103
34 H -6.388 0.786 6.630  0.101
35 H -5.128 2.366 5.208  0.103
36 H -3.335 1.537 3.722  0.108
37 C -0.801 0.726 -1.778  -0.183
38 Ge -2.604 1.252 -2.214  0.958
39 C -3.284 0.203 -3.744  -0.255
40 C -4.591 -0.269 -3.787  -0.102
41 C -5.052 -0.953 -4.904  -0.084
42 C -4.209 -1.172 -5.983  -0.090
43 C -2.905 -0.697 -5.952  -0.085
44 C -2.446 -0.013 -4.837  -0.103
45 C -2.420 3.108 -2.914  -0.265
46 C -1.170 3.676 -3.151  -0.115
47 C -1.054 4.957 -3.672  -0.083
48 C -2.195 5.685 -3.973  -0.093
49 C -3.447 5.125 -3.760  -0.087
50 C -3.558 3.846 -3.233  -0.115
51 C -3.936 1.194 -0.778  -0.281
52 C -4.384 2.381 -0.199  -0.116
53 C -5.454 2.379 0.682  -0.092
54 C -6.079 1.184 1.009  -0.092
55 C -5.614 -0.008 0.473  -0.078
56 C -4.553 -0.003 -0.421  -0.147
57 H -0.079 0.827 -2.595  0.017
58 H -5.256 -0.094 -2.950  0.090
59 H -6.072 -1.315 -4.929  0.102
60 H -4.566 -1.716 -6.848  0.101
61 H -2.247 -0.859 -6.796  0.103
62 H -1.429 0.363 -4.819  0.100
63 H -0.265 3.116 -2.946  0.083
64 H -0.072 5.380 -3.842  0.104
65 H -2.109 6.685 -4.380  0.101
66 H -4.342 5.684 -4.005  0.102
67 H -4.541 3.415 -3.073  0.104
68 H -3.904 3.315 -0.473  0.092
69 H -5.805 3.311 1.110  0.100
70 H -6.923 1.185 1.686  0.102
71 H -6.084 -0.945 0.743  0.106
72 H -4.207 -0.937 -0.846  0.067
73 C 0.686 -4.572 1.358  -0.113
74 C 1.811 -4.469 0.349  -0.326
75 O 1.456 -3.645 -0.772  -0.287
76 P 1.989 -2.162 -1.039  0.125
77 O 1.003 -1.417 -1.886  -0.439
78 Te 2.449 -1.039 1.042  0.672
79 O 3.266 -2.358 -1.968  -0.255
80 C 4.413 -3.124 -1.610  -0.293
81 C 5.260 -3.320 -2.849  -0.069
82 H 0.947 -5.318 2.111  0.078
83 H -0.239 -4.859 0.859  0.067
84 H 0.522 -3.617 1.853  0.024
85 H 2.034 -5.452 -0.068  0.118
86 H 2.711 -4.078 0.831  0.069
87 H 4.103 -4.091 -1.205  0.108
88 H 4.973 -2.587 -0.838  0.110
89 H 4.684 -3.833 -3.618  0.081
90 H 6.135 -3.922 -2.601  0.078
91 H 5.591 -2.359 -3.240  0.080

---

No. 2
The following is a quantum chemistry calculation of a molecular structure, C39H40BrMgN9O2S, from OMol25.

Values from the calculation:
Total energy, eV: -144923.00862
E_HOMO, eV: -6.56
Spin multiplicity: 1

Each line ends with the Löwdin charge.
Positions of all 93 atoms, in Å:
1 Mg -0.108 -0.457 0.352  0.610
2 C 6.491 0.010 -0.130  -0.051
3 C 5.104 -0.012 0.452  -0.285
4 C 4.636 1.015 1.265  -0.053
5 C 3.343 0.998 1.741  -0.041
6 C 2.447 -0.043 1.475  -0.250
7 N 1.109 0.013 1.858  -0.035
8 C 0.761 0.354 3.131  -0.263
9 C 1.666 0.386 4.215  -0.016
10 C 1.281 0.679 5.505  -0.047
11 C -0.049 0.935 5.835  -0.290
12 C -0.479 1.199 7.253  -0.061
13 C -0.961 0.868 4.798  0.001
14 C -0.581 0.607 3.487  -0.142
15 N -1.653 0.609 2.520  -0.078
16 C -2.724 1.415 2.580  -0.078
17 C -3.683 0.936 1.717  -0.039
18 C -3.094 -0.192 1.151  -0.149
19 N -1.868 -0.401 1.619  0.042
20 C 2.945 -1.106 0.693  -0.085
21 C 4.236 -1.055 0.177  0.009
22 N 2.178 -2.295 0.390  -0.040
23 C 2.646 -3.443 -0.156  -0.053
24 C 1.611 -4.338 -0.224  -0.041
25 C 0.521 -3.646 0.312  -0.125
26 N 0.861 -2.426 0.685  0.027
27 H 7.112 0.756 0.367  0.078
28 H 6.469 0.259 -1.194  0.058
29 H 6.986 -0.957 -0.029  0.079
30 H 5.283 1.851 1.504  0.114
31 H 2.979 1.832 2.327  0.111
32 H 2.703 0.156 4.017  0.106
33 H 2.034 0.685 6.286  0.112
34 H 0.309 1.704 7.813  0.073
35 H -0.714 0.273 7.783  0.078
36 H -1.367 1.831 7.290  0.072
37 H -2.015 1.005 5.013  0.117
38 H -2.720 2.272 3.231  0.132
39 H -4.652 1.353 1.515  0.098
40 H -3.484 -0.843 0.384  0.109
41 H 4.589 -1.851 -0.462  0.104
42 H 3.675 -3.562 -0.434  0.112
43 H 1.645 -5.342 -0.606  0.097
44 H -0.500 -3.971 0.440  0.116
45 O 0.725 -1.940 -3.698  0.007
46 C -0.577 -2.101 -4.013  -0.260
47 C -0.906 -2.729 -5.212  -0.015
48 C -2.231 -2.927 -5.555  -0.094
49 C -3.253 -2.518 -4.705  -0.101
50 C -2.922 -1.899 -3.510  -0.046
51 C -1.599 -1.671 -3.154  -0.098
52 C -1.248 -0.970 -1.856  -0.441
53 O 0.080 -0.973 -1.536  -0.258
54 N -1.806 0.398 -1.899  0.025
55 N -1.280 1.229 -0.943  0.009
56 C -1.437 2.474 -1.152  -0.198
57 C -1.004 3.552 -0.268  -0.627
58 Br 0.223 3.132 1.103  0.869
59 C -1.388 4.822 -0.422  -0.102
60 C -2.405 5.321 -1.371  -0.224
61 C -2.189 6.540 -2.014  -0.037
62 C -3.118 7.048 -2.907  -0.081
63 C -4.292 6.352 -3.162  -0.089
64 C -4.533 5.153 -2.508  -0.078
65 C -3.601 4.644 -1.615  -0.051
66 H 0.701 -1.615 -2.739  0.046
67 H -0.102 -3.057 -5.857  0.113
68 H -2.469 -3.415 -6.492  0.100
69 H -4.288 -2.681 -4.971  0.095
70 H -3.705 -1.573 -2.833  0.112
71 H -1.838 -1.493 -1.063  0.127
72 H -1.896 0.800 -2.826  0.139
73 H -1.924 2.806 -2.069  0.129
74 H -0.910 5.571 0.197  0.103
75 H -1.274 7.086 -1.817  0.115
76 H -2.926 7.989 -3.404  0.103
77 H -5.020 6.748 -3.857  0.101
78 H -5.454 4.613 -2.684  0.104
79 H -3.817 3.728 -1.080  0.112
80 C 5.058 2.596 -2.131  -0.117
81 N 4.554 1.436 -2.835  -0.050
82 C 3.272 1.037 -2.771  -0.850
83 S 2.097 1.820 -1.867  0.656
84 N 2.961 -0.077 -3.480  -0.050
85 C 3.853 -0.793 -4.355  -0.086
86 H 6.128 2.660 -2.319  0.084
87 H 4.879 2.498 -1.061  0.056
88 H 4.570 3.510 -2.472  0.076
89 H 5.178 0.958 -3.460  0.107
90 H 1.971 -0.264 -3.542  0.081
91 H 4.725 -1.174 -3.813  0.081
92 H 4.198 -0.183 -5.197  0.086
93 H 3.318 -1.652 -4.753  0.083

---

No. 3
The following is a quantum chemistry calculation of a molecular structure, C39H40Cl2FGeN4O9S2V, from OMol25.

Values from the calculation:
Total energy, eV: -197121.36782
Charge: -1
E_HOMO (spin up / spin down), eV: -5.32 / -5.36
Spin multiplicity: 2
Expectation value of S²: 0.785

Each line ends with the Löwdin spin population.
Positions of all 99 atoms, in Å:
1 V -0.811 0.730 0.610  1.125
2 O -1.763 6.564 -0.312  0.000
3 C -0.565 6.532 0.252  0.000
4 O 0.029 7.543 0.537  0.000
5 C 0.023 5.189 0.522  0.000
6 C 1.259 4.959 1.101  0.001
7 Cl 2.455 6.069 1.571  0.000
8 N 1.456 3.622 1.176  0.000
9 N 0.408 2.964 0.661  0.002
10 C -0.459 3.884 0.279  0.001
11 C -1.740 3.372 -0.284  0.001
12 O -2.593 4.109 -0.767  0.003
13 O -1.832 2.089 -0.223  -0.009
14 C 2.577 2.895 1.681  0.000
15 C 3.086 1.866 0.909  0.000
16 C 4.180 1.151 1.365  0.000
17 C 4.749 1.452 2.593  0.000
18 C 4.211 2.471 3.366  0.000
19 C 3.121 3.201 2.917  0.000
20 H -2.134 5.655 -0.501  0.000
21 H 2.617 1.621 -0.032  0.000
22 H 4.575 0.344 0.760  0.000
23 H 5.590 0.880 2.959  0.000
24 H 4.627 2.695 4.339  0.000
25 H 2.686 3.970 3.539  0.000
26 O 3.869 -1.751 3.987  0.000
27 C 3.724 -2.908 3.360  0.000
28 O 4.450 -3.844 3.594  0.000
29 C 2.639 -3.013 2.338  0.000
30 C 2.387 -4.156 1.602  0.000
31 Cl 3.078 -5.704 1.733  0.000
32 N 1.364 -3.894 0.751  0.000
33 N 0.920 -2.638 0.901  0.000
34 C 1.666 -2.097 1.845  0.000
35 C 1.403 -0.684 2.234  -0.002
36 O 2.054 -0.108 3.096  -0.003
37 O 0.447 -0.126 1.560  -0.020
38 C 0.714 -4.723 -0.214  0.000
39 C -0.658 -4.578 -0.368  0.000
40 C -1.316 -5.340 -1.318  0.000
41 C -0.614 -6.245 -2.101  0.000
42 C 0.757 -6.372 -1.942  0.000
43 C 1.433 -5.604 -1.004  0.000
44 H 3.181 -1.081 3.708  0.000
45 H -1.195 -3.866 0.242  0.000
46 H -2.384 -5.220 -1.441  0.000
47 H -1.133 -6.841 -2.840  0.000
48 H 1.317 -7.059 -2.563  0.000
49 H 2.506 -5.679 -0.914  0.000
50 F -6.905 -0.196 3.152  -0.001
51 C -5.763 -0.342 2.429  -0.005
52 C -4.830 -1.269 2.837  0.001
53 C -3.667 -1.408 2.092  -0.005
54 C -3.432 -0.630 0.961  0.005
55 C -2.168 -0.756 0.182  -0.035
56 C -4.414 0.288 0.578  -0.005
57 C -5.582 0.441 1.305  0.001
58 H -5.007 -1.862 3.724  0.000
59 H -2.918 -2.119 2.415  0.000
60 H -2.370 -0.724 -0.890  0.002
61 H -1.622 -1.673 0.410  -0.002
62 H -4.242 0.918 -0.287  0.000
63 H -6.336 1.163 1.023  0.000
64 C 2.042 -2.681 -3.433  0.000
65 C 3.061 -1.572 -3.660  0.000
66 C 2.459 -0.171 -3.562  -0.004
67 C 2.018 0.209 -2.137  -0.013
68 Ge 0.062 0.207 -1.768  -0.036
69 C -0.789 1.474 -3.036  -0.008
70 C -0.864 1.088 -4.513  -0.002
71 C -1.942 1.857 -5.277  -0.001
72 C -1.679 3.357 -5.335  0.000
73 H 2.499 -3.669 -3.510  0.000
74 H 1.237 -2.624 -4.169  0.000
75 H 1.576 -2.604 -2.449  0.000
76 H 3.525 -1.697 -4.643  0.000
77 H 3.870 -1.664 -2.927  0.000
78 H 1.619 -0.114 -4.259  -0.001
79 H 3.196 0.552 -3.925  -0.001
80 H 2.387 1.210 -1.904  0.000
81 H 2.496 -0.467 -1.418  0.000
82 H -0.424 -1.195 -2.247  -0.002
83 H -0.296 2.445 -2.918  0.000
84 H -1.806 1.615 -2.658  0.000
85 H -1.055 0.014 -4.611  0.000
86 H 0.100 1.269 -5.001  0.000
87 H -2.909 1.679 -4.795  0.000
88 H -2.025 1.458 -6.293  0.000
89 H -1.710 3.803 -4.341  0.000
90 H -2.419 3.872 -5.949  0.000
91 H -0.693 3.563 -5.760  0.000
92 C -3.143 0.506 6.106  0.000
93 O -2.822 1.263 4.946  0.001
94 C -1.965 0.753 4.044  0.003
95 S -1.200 -0.696 4.296  0.001
96 S -1.819 1.845 2.722  0.005
97 H -3.965 1.043 6.573  0.000
98 H -2.287 0.452 6.780  0.000
99 H -3.440 -0.507 5.839  0.000

---

In the order shown, the computed relative energy (zero: lowest compared OMol25 entry of this formula, charge and spin) values come out to 46.9, 0.0, 1.6 kJ/mol.